Record 1
Computed, not measured: a molecular structure, C15H12BrMoO7P2, with the ωB97M-V functional and the def2-TZVPD basis.

The geometry in XYZ format:
```
38
Properties=species:S:1:pos:R:3:mulliken_spin:R:1
Mo -0.5312 -0.9551 3.1432 1.045
O -3.4952 2.0176 4.6542 0.000
P -2.6773 0.6580 4.8879 0.004
O -3.5110 -0.3609 5.5334 -0.001
O -2.0277 0.3234 3.5234 0.001
O -1.4221 1.1737 5.7499 0.001
P 0.0985 0.4872 5.6891 0.005
O -0.5331 -1.1012 5.6788 0.001
O 0.5226 0.5368 4.1840 0.012
O 0.6208 -2.1193 3.4535 -0.086
H -4.3962 1.8630 4.9589 0.000
H 0.1650 -1.7571 5.7978 0.000
Br -2.2493 -2.5742 2.2752 0.078
C -0.0808 -0.4770 1.1690 0.175
C 0.2061 -0.2979 -0.0022 0.037
C 0.5332 -0.0853 -1.3506 0.218
C 1.7033 -0.7645 -1.8835 0.021
C 2.1995 -1.9052 -1.2271 0.113
C 3.3127 -2.5722 -1.7015 -0.066
C 3.9775 -2.1198 -2.8347 0.123
C 3.5197 -0.9782 -3.4797 -0.063
C 2.4029 -0.3072 -3.0143 0.116
C -0.3261 0.8007 -2.1318 0.040
C -0.5451 0.6197 -3.5067 0.097
C -1.3817 1.4681 -4.2110 -0.052
C -2.0258 2.5159 -3.5665 0.100
C -1.8415 2.6922 -2.2010 -0.053
C -1.0120 1.8438 -1.4906 0.096
H 1.6855 -2.2616 -0.3437 0.014
H 3.6645 -3.4545 -1.1817 -0.003
H 4.8492 -2.6447 -3.2045 0.010
H 4.0449 -0.5997 -4.3483 -0.003
H 2.0858 0.6002 -3.5072 0.005
H -0.0801 -0.2134 -4.0140 0.004
H -1.5441 1.3011 -5.2689 -0.002
H -2.6771 3.1800 -4.1207 0.008
H -2.3524 3.4947 -1.6841 -0.002
H -0.8818 1.9731 -0.4239 0.008
```

Output
spin multiplicity	3
net charge	-1
energy above the lowest of the compared OMol25 structures with the same formula, charge and spin	16.2	kJ/mol
Kohn-Sham gap (alpha / beta)	6.895 / 7.368	eV



Record 2
Computed, not measured: a molecular structure, C15H12CeN7O3S, with the ωB97M-V functional and the def2-TZVPD basis.

The geometry in XYZ format:
```
39
Properties=species:S:1:pos:R:3:mulliken_spin:R:1
Ce -0.2658 1.0033 0.5456 1.007
O -0.4610 -1.1986 0.8519 -0.002
C -0.6296 -0.9320 2.0879 0.001
O 0.0300 0.0461 2.5603 -0.004
C -1.7532 -1.5371 2.8248 0.000
C -1.6170 -1.8104 4.1649 0.000
C -2.6785 -2.3895 4.8719 0.000
C -3.8776 -2.6544 4.2515 0.000
C -4.0504 -2.3419 2.8992 0.000
C -2.9950 -1.7953 2.1901 0.001
S -3.3780 -1.4718 0.5149 0.001
H -0.6839 -1.5972 4.6704 0.000
H -2.5523 -2.6260 5.9201 0.000
H -4.6970 -3.0947 4.8045 0.000
H -5.0058 -2.5268 2.4216 0.000
N -1.9944 1.2926 -2.8053 0.001
C -0.6675 1.2202 -2.9790 -0.002
N -0.3000 1.1685 -4.2526 0.000
C 1.0097 1.0870 -4.4601 0.000
N 1.4467 1.0275 -5.7113 0.000
N 1.9651 1.0545 -3.4850 0.000
C 1.4937 1.1133 -2.2782 0.000
N 0.1838 1.1934 -1.9031 0.000
C 2.5505 1.0862 -1.1992 -0.001
C 3.8686 0.8633 -1.5310 0.000
C 4.8164 0.8466 -0.5173 0.000
C 4.4221 1.0470 0.7937 0.000
C 3.0816 1.2506 1.0404 -0.001
N 2.1604 1.2764 0.0693 -0.001
H -2.5487 1.3460 -3.6449 0.000
H -2.4751 1.3492 -1.9316 0.000
H 0.7886 1.0509 -6.4719 0.000
H 2.4321 0.9730 -5.9016 0.000
H 4.1360 0.7136 -2.5650 0.000
H 5.8592 0.6768 -0.7539 0.000
H 5.1241 1.0447 1.6158 0.000
H 2.7284 1.4067 2.0510 -0.001
O -2.4738 0.7863 1.0561 0.000
N -2.9924 0.0518 0.1850 0.001
```

Output
spin multiplicity	2
net charge	+2
energy above the lowest of the compared OMol25 structures with the same formula, charge and spin	0.0	kJ/mol
Kohn-Sham gap (alpha / beta)	7.516 / 7.532	eV



Record 3
Computed, not measured: a molecular structure, C15H12Cl5N4ORuS3, with the ωB97M-V functional and the def2-TZVPD basis.

The geometry in XYZ format:
```
41
Properties=species:S:1:pos:R:3:mulliken_spin:R:1
Ru -1.9586 1.1315 -1.0636 3.720
Cl -6.0732 -4.3412 0.9614 0.001
C -5.2392 -3.1501 0.0361 0.011
C -5.1454 -1.8433 0.4959 -0.001
Cl -5.8900 -1.3777 1.9751 0.001
C -4.4366 -0.9112 -0.2471 -0.016
Cl -4.2719 0.7336 0.2903 0.066
C -3.7808 -1.2163 -1.4451 0.013
O -3.0745 -0.3296 -2.1067 0.141
C -3.9270 -2.5348 -1.9063 0.015
Cl -3.1715 -2.9271 -3.4016 0.002
C -4.6290 -3.4848 -1.1761 -0.001
Cl -4.7366 -5.0985 -1.7626 0.000
S -0.9359 2.4007 -2.8472 0.475
C -0.7557 3.5880 -1.5727 0.003
S -2.0254 3.5683 -0.3961 0.336
C 0.3353 4.4047 -1.4958 0.008
C 1.3353 4.3919 -2.5248 -0.019
N 2.1345 4.3796 -3.3538 0.015
C 0.5677 5.2031 -0.3282 -0.017
N 0.7773 5.7942 0.6380 0.015
C 3.7811 -2.3515 -0.1222 0.002
C 2.8049 -1.9775 0.9797 -0.001
N 1.5791 -1.3568 0.4500 0.017
C 1.0177 -0.1796 0.7285 0.025
S -0.7094 -0.0697 0.6281 0.175
N 1.6817 0.9115 1.0848 0.015
C 3.1239 1.1607 1.1841 -0.001
C 3.6122 1.1892 2.6252 0.001
H 4.6091 -2.9262 0.2955 0.000
H 4.1885 -1.4666 -0.6139 0.000
H 3.2926 -2.9671 -0.8792 0.000
H 3.2645 -1.3133 1.6993 0.000
H 2.4977 -2.8699 1.5251 -0.001
H 0.9114 -2.0114 0.0727 0.000
H 1.0822 1.6974 1.2910 -0.002
H 3.3058 2.1259 0.7148 0.000
H 3.6487 0.4176 0.5945 0.000
H 3.1287 1.9972 3.1765 0.000
H 4.6899 1.3559 2.6549 0.000
H 3.3908 0.2533 3.1414 0.000
```

Output
spin multiplicity	6
energy above the lowest of the compared OMol25 structures with the same formula, charge and spin	54.8	kJ/mol
Kohn-Sham gap (alpha / beta)	7.975 / 6.137	eV



Record 4
Computed, not measured: a molecular structure, C15H12CoIO4, with the ωB97M-V functional and the def2-TZVPD basis.

The geometry in XYZ format:
```
33
Properties=species:S:1:pos:R:3:mulliken_spin:R:1
Co 0.0000 0.0000 0.0000 2.205
C -1.0430 -3.6707 1.4883 0.000
C -0.3530 -2.6312 0.6406 0.433
O -0.6216 -1.4440 0.8138 0.165
C 0.6455 -3.0934 -0.3928 -0.094
C 0.9114 -4.4731 -0.5442 0.201
C 1.8279 -4.9246 -1.4899 -0.093
C 2.4827 -4.0022 -2.2883 0.162
C 2.2155 -2.6372 -2.1340 -0.011
C 1.2978 -2.1206 -1.1934 0.108
O 1.0926 -0.8656 -1.0952 0.081
H -1.7293 -3.1721 2.1808 0.006
H -0.3119 -4.2233 2.0841 0.019
H -1.6332 -4.3437 0.8611 0.021
H 0.4114 -5.2128 0.0689 0.048
H 2.0271 -5.9845 -1.6008 -0.004
H 3.2019 -4.3235 -3.0337 0.021
H 2.7422 -1.9276 -2.7730 -0.004
I -0.4899 3.3846 6.1549 0.000
C -0.0881 3.1526 4.1000 0.011
C -0.2810 1.9128 3.4964 -0.006
C -0.0188 1.7461 2.1379 0.087
C 0.4442 2.8218 1.3499 0.034
C 0.6337 4.0687 1.9764 0.006
C 0.3693 4.2309 3.3397 -0.018
C 0.7361 2.6825 -0.1087 0.006
O 1.1351 3.6516 -0.7380 0.011
O 0.5782 1.5211 -0.7745 0.000
H -0.6354 1.0704 4.0774 0.001
H -0.1903 0.7687 1.7480 -0.159
H 0.9874 4.9223 1.4119 0.000
H 0.5206 5.1955 3.8035 -0.001
H -0.9577 0.8483 0.9512 -0.234
```

Output
spin multiplicity	4
net charge	-1
Kohn-Sham gap (alpha / beta)	3.694 / 6.607	eV



Record 5
Computed, not measured: C15H12F2N2O4S in the gas phase, with the ωB97M-V functional and the def2-TZVPD basis.

The geometry in XYZ format:
```
36
Properties=species:S:1:pos:R:3:mulliken_charge:R:1
C -6.2217 -0.5893 -0.9021 -0.753
C -5.2437 0.2751 -0.7126 -0.005
C -4.2033 0.1399 0.3582 -0.717
N -2.8686 0.2209 -0.2008 -0.130
C -1.9863 1.1563 0.1560 0.762
O -2.2049 2.0270 0.9919 -0.854
C -0.6733 1.0476 -0.5197 0.304
O -0.5193 0.0965 -1.4613 -0.250
N 0.7583 0.0966 -1.8960 -0.669
C 1.4052 1.0301 -1.2479 0.272
C 2.8660 1.1588 -1.3689 -0.931
S 3.6226 0.3143 0.0957 -0.115
C 2.4846 -1.0574 0.1954 -0.109
C 2.4794 -2.0424 -0.7811 -0.460
C 1.5052 -3.0234 -0.7680 -0.511
C 0.5362 -3.0108 0.2194 0.507
F -0.4381 -3.9358 0.2094 -0.321
C 0.5569 -2.0359 1.2104 0.232
F -0.4018 -2.0115 2.1529 -0.384
C 1.5348 -1.0597 1.2071 -0.271
C 0.5261 1.7054 -0.3380 0.401
C 0.9285 2.8718 0.5106 0.600
O 2.0356 3.3347 0.4112 -0.569
O 0.0313 3.3617 1.3380 -0.581
H -6.9609 -0.4515 -1.6716 0.263
H -6.3318 -1.4653 -0.2841 0.250
H -5.1449 1.1520 -1.3381 0.293
H -4.3169 -0.8119 0.8858 0.355
H -4.2890 0.9608 1.0773 0.307
H -2.6134 -0.4575 -0.9038 0.280
H 3.1929 2.1925 -1.2825 0.545
H 3.2262 0.6846 -2.2792 0.456
H 3.2261 -2.0305 -1.5580 0.440
H 1.4731 -3.7908 -1.5243 0.418
H 1.5383 -0.2987 1.9719 0.484
H -0.8652 2.9247 1.3023 0.460
```

Output
energy above the lowest of the compared OMol25 structures with the same formula, charge and spin	0.0	kJ/mol
Kohn-Sham gap	8.598	eV
SMILES	C=CCNC(=O)c1onc(CSc2ccc(F)c(F)c2)c1C(=O)O



Record 6
Computed, not measured: a molecular structure, C15H12F5HgNO, with the ωB97M-V functional and the def2-TZVPD basis.

The geometry in XYZ format:
```
35
Properties=species:S:1:pos:R:3:mulliken_spin:R:1
Hg -0.8748 0.1950 -1.6201 0.429
C -3.4025 1.6212 0.9907 -0.002
N -1.9602 1.5927 0.9013 -0.018
C -1.3670 1.0260 2.0979 0.005
C -1.4083 2.8995 0.5905 0.046
C 0.0423 2.8386 0.1468 0.036
C 0.9432 3.8127 0.5777 0.019
C 2.2872 3.7451 0.2278 -0.023
C 2.7467 2.6949 -0.5566 0.019
C 1.8492 1.7355 -1.0239 0.043
C 0.5115 1.8286 -0.6764 0.397
H -3.7690 2.2687 1.8079 0.001
H -3.7716 0.6090 1.1658 0.001
H -3.8229 1.9774 0.0485 0.009
H -1.6562 1.5827 3.0075 -0.001
H -0.2807 1.0425 2.0098 0.003
H -1.6799 -0.0141 2.2035 0.002
H -1.4875 3.5788 1.4585 -0.002
H -2.0118 3.3279 -0.2158 -0.001
H 0.5861 4.6312 1.1972 0.002
H 2.9744 4.5085 0.5746 -0.001
H 3.7982 2.6215 -0.8117 -0.001
H 2.1971 0.9130 -1.6393 0.017
F 0.2604 -6.9246 -0.6312 0.000
C 0.5308 -5.6121 -0.8194 0.001
C -0.2400 -4.6325 -0.2240 -0.010
F -1.2668 -4.9962 0.5691 0.000
C 0.0313 -3.2965 -0.4322 0.023
F -0.7805 -2.3888 0.1621 -0.001
C 1.0747 -2.8160 -1.2711 -0.004
O 1.2962 -1.5872 -1.5042 0.017
C 1.8472 -3.8735 -1.8290 -0.004
F 2.8834 -3.5521 -2.6315 -0.001
C 1.5795 -5.2094 -1.6270 0.000
F 2.3402 -6.1480 -2.2237 0.000
```

Output
spin multiplicity	2
net charge	-1
energy above the lowest of the compared OMol25 structures with the same formula, charge and spin	7.9	kJ/mol
Kohn-Sham gap (alpha / beta)	6.787 / 6.282	eV